1.
C40H47BrN6O2S4SbTc | ωB97M-V/def2-TZVPD

Structure (XYZ):
```
102
Properties=species:S:1:pos:R:3
Tc -1.147 0.486 -1.207
C 3.100 1.308 3.879
N 2.803 1.613 2.494
C 3.963 1.578 1.636
C 1.539 1.338 1.981
N 1.334 0.702 0.866
C 2.170 -0.396 0.650
C 2.335 -1.239 1.746
C 3.241 -2.302 1.745
C 4.039 -2.491 0.656
C 3.890 -1.687 -0.497
C 4.789 -1.893 -1.568
C 4.688 -1.129 -2.694
C 3.643 -0.215 -2.818
C 2.684 0.000 -1.821
N 1.546 0.699 -2.194
C 1.704 1.614 -3.137
N 1.142 1.525 -4.347
C 0.874 2.658 -5.205
C 0.768 0.239 -4.898
N 2.468 2.745 -2.923
C 2.776 3.117 -1.563
C 3.479 3.153 -3.878
C 2.872 -0.679 -0.565
N 0.518 1.861 2.719
C -0.706 1.108 2.906
C 0.663 3.015 3.573
H 3.780 0.449 3.936
H 2.195 1.050 4.423
H 3.580 2.161 4.371
H 4.439 0.591 1.600
H 4.694 2.304 2.007
H 3.674 1.856 0.630
H 1.749 -1.043 2.637
H 3.335 -2.928 2.624
H 4.804 -3.259 0.654
H 5.551 -2.656 -1.471
H 5.378 -1.263 -3.519
H 3.523 0.290 -3.769
H 0.973 3.584 -4.647
H -0.152 2.589 -5.571
H 1.546 2.668 -6.070
H 0.897 -0.533 -4.148
H 1.402 0.020 -5.766
H -0.274 0.247 -5.219
H 1.967 2.793 -0.910
H 2.873 4.204 -1.501
H 3.720 2.666 -1.233
H 3.369 2.622 -4.819
H 4.476 2.926 -3.480
H 3.424 4.228 -4.068
H -0.690 0.596 3.879
H -1.570 1.776 2.883
H -0.807 0.371 2.115
H 1.575 3.552 3.325
H 0.687 2.739 4.634
H -0.190 3.679 3.411
Br -1.148 2.675 0.415
C -3.063 2.863 0.318
C -3.619 4.021 0.773
C -5.019 4.131 0.798
C -5.791 3.062 0.442
C -5.214 1.849 0.005
C -6.011 0.732 -0.315
C -5.429 -0.410 -0.776
C -4.039 -0.472 -0.974
C -3.198 0.583 -0.700
C -3.798 1.749 -0.134
H -2.993 4.837 1.111
H -5.474 5.061 1.116
H -6.871 3.136 0.478
H -7.086 0.813 -0.208
H -6.034 -1.270 -1.036
H -3.637 -1.394 -1.369
S -5.202 2.257 -3.486
Sb -3.223 1.704 -4.454
S -1.498 2.173 -2.721
S -1.482 -1.195 -2.788
S -2.978 -0.818 -4.112
C -2.923 -6.255 3.783
C -2.299 -5.168 2.949
C -1.108 -5.363 2.269
C -0.554 -4.379 1.461
C 0.749 -4.693 0.775
C -1.218 -3.140 1.307
C -2.399 -2.910 2.043
C -3.195 -1.628 2.063
C -2.911 -3.933 2.838
C -0.712 -2.189 0.236
O -0.064 -2.638 -0.703
O -0.988 -0.931 0.361
H -2.347 -7.178 3.724
H -3.939 -6.460 3.441
H -2.982 -5.943 4.827
H -0.599 -6.318 2.347
H 1.159 -5.633 1.147
H 1.480 -3.900 0.935
H 0.601 -4.767 -0.299
H -2.938 -0.966 1.252
H -3.009 -1.098 3.002
H -4.262 -1.847 2.008
H -3.838 -3.758 3.376
```

## Properties
Energy above the lowest of the compared OMol25 structures with the same formula, charge and spin   0.000 eV
LUMO level (spin up / spin down)   0.07993 / 0.06852 Ha
Spin multiplicity   4
HOMO (spin up / spin down)   -4.04 / -4.00 eV
Calculated total energy   -177402.0057 eV
Frontier orbital gap (spin up / spin down)   6.21 / 5.86 eV
Total charge   -1

Atomic partial charges in e from the Mulliken method, atoms 1 to 99: -0.23 -1.18 0.50 -1.15 -1.16 1.26 -0.93 0.73 -1.82 -0.54 1.26 -1.00 -1.26 -0.49 -0.77 2.11 -1.14 1.08 -1.19 -1.07 0.34 -1.04 -1.26 0.30 1.12 -1.19 -1.26 0.35 0.39 0.28 0.20 0.49 0.18 0.41 0.33 0.37 0.40 0.38 0.41 0.36 0.32 0.33 0.22 0.28 0.19 0.04 0.41 0.39 0.45 0.36 0.33 0.30 0.34 -0.07 0.36 0.36 0.29 -0.18 0.61 -0.69 -0.76 -0.99 1.29 -0.99 -1.30 -0.29 0.88 1.01 0.45 0.39 0.37 0.33 0.44 0.35 -0.64 0.16 -0.52 -0.26 -0.37 -1.52 0.82 -1.07 0.89 -1.19 0.04 0.92 -1.32 -0.88 0.12 -0.65 1.45 0.35 0.34 0.32 0.24 0.39 -0.08 0.27 -0.52

2.
C40H47F3GeIIrN5O2P2 | ωB97M-V/def2-TZVPD

Structure (XYZ):
```
102
Properties=species:S:1:pos:R:3
Ir 0.545 0.082 -1.189
O -1.385 0.385 0.266
P -1.457 1.182 1.546
C 0.120 0.953 2.540
P 1.146 -0.461 2.048
O 0.823 -1.002 0.671
C 0.871 -1.737 3.285
C 1.342 -1.527 4.582
C 1.084 -2.463 5.570
C 0.351 -3.605 5.267
C -0.096 -3.828 3.972
C 0.167 -2.896 2.977
C 2.865 0.044 2.217
C 3.269 1.173 2.923
C 4.614 1.504 2.985
C 5.559 0.703 2.359
C 5.162 -0.440 1.677
C 3.819 -0.772 1.611
C -2.904 0.434 2.676
C -2.871 -1.025 2.542
C -4.014 -1.769 2.474
C -5.261 -1.148 2.358
C -5.325 0.243 2.169
C -4.198 1.001 2.240
C -2.574 0.911 4.103
C -2.660 2.268 4.411
C -2.485 2.709 5.714
C -2.194 1.802 6.723
C -2.044 0.459 6.412
C -2.238 0.011 5.111
H -0.124 0.894 3.601
H 0.695 1.864 2.366
H 1.917 -0.636 4.810
H 1.453 -2.302 6.574
H 0.136 -4.328 6.044
H -0.650 -4.727 3.737
H -0.167 -3.067 1.961
H 2.546 1.807 3.423
H 4.921 2.395 3.518
H 6.607 0.971 2.404
H 5.899 -1.070 1.196
H 3.503 -1.666 1.086
H -1.903 -1.505 2.593
H -3.956 -2.850 2.491
H -6.167 -1.740 2.374
H -6.276 0.706 1.943
H -4.253 2.068 2.063
H -2.865 2.989 3.627
H -2.589 3.763 5.940
H -2.085 2.141 7.746
H -1.791 -0.254 7.186
H -2.134 -1.045 4.896
C 3.587 -3.418 -2.962
Ge 1.911 -2.832 -2.124
C 0.397 -3.190 -3.318
C 1.611 -3.812 -0.453
C 2.224 -0.882 -1.801
H 3.550 -4.496 -3.133
H 4.443 -3.200 -2.323
H 3.738 -2.925 -3.923
H 0.263 -4.271 -3.401
H 0.559 -2.787 -4.316
H -0.526 -2.760 -2.926
H 1.791 -4.875 -0.621
H 0.580 -3.685 -0.123
H 2.271 -3.475 0.347
H 2.676 -0.460 -2.704
H 2.966 -0.803 -1.002
C 2.549 0.028 -7.288
C 2.758 1.417 -6.687
C 3.771 1.376 -5.544
C 1.424 2.041 -6.243
N 0.848 1.367 -5.082
C 1.068 1.593 -3.789
N 0.438 0.656 -3.121
N -0.162 -0.146 -4.018
N 0.079 0.276 -5.201
H 3.510 -0.407 -7.565
H 1.932 0.078 -8.187
H 2.065 -0.644 -6.579
H 3.142 2.082 -7.465
H 3.487 0.639 -4.788
H 3.871 2.349 -5.056
H 4.750 1.089 -5.925
H 0.694 1.964 -7.046
H 1.564 3.088 -5.980
H 1.637 2.404 -3.370
I 1.713 2.347 -0.445
F -6.303 3.346 -3.435
C -5.824 3.348 -2.183
F -6.658 2.595 -1.439
F -5.902 4.602 -1.720
C -4.422 2.806 -2.130
C -3.415 3.488 -1.470
C -2.147 2.925 -1.462
N -1.860 1.763 -2.040
C -2.843 1.115 -2.664
C -4.140 1.596 -2.742
H -3.609 4.436 -0.987
H -1.319 3.438 -0.981
H -2.578 0.170 -3.127
H -4.906 1.049 -3.274
```

## Properties
Energy above the lowest of the compared OMol25 structures with the same formula, charge and spin   5.044 eV
LUMO level   -0.15693 Ha
HOMO   -9.67 eV
Calculated total energy   -147968.3641 eV
Frontier orbital gap   5.40 eV
Total charge   +1

Atomic partial charges in e from the Mulliken method, atoms 1 to 99: 1.72 -0.54 0.28 -0.96 0.37 -1.00 0.66 -0.92 -0.76 -0.61 -0.84 -0.15 0.87 -0.46 -0.77 -0.55 -0.80 -0.68 2.27 -1.06 -0.67 -0.54 -0.88 -0.58 -0.87 -0.07 -1.05 -0.48 -0.97 0.41 0.57 0.71 0.42 0.46 0.42 0.48 0.47 0.43 0.43 0.41 0.45 0.33 0.59 0.53 0.43 0.50 0.47 0.39 0.43 0.43 0.46 0.40 -1.23 0.83 -1.22 -1.00 0.38 0.39 0.36 0.34 0.45 0.30 0.33 0.51 0.17 0.27 -0.71 -0.11 -1.35 0.82 -1.39 -1.20 0.63 -0.29 0.77 0.14 -0.96 0.41 0.38 0.20 0.33 0.20 0.35 0.47 0.39 0.41 0.34 -0.35 -0.26 0.77 -0.25 -0.28 0.26 -0.62 -0.48 0.38 -0.16 -1.17 0.54

3.
C40H48AsCaClINO7P2S | ωB97M-V/def2-TZVPD

Structure (XYZ):
```
103
Properties=species:S:1:pos:R:3
Ca -0.794 0.231 -0.365
Cl -7.318 -1.200 1.421
C -5.587 -1.189 1.260
C -4.807 -1.635 2.298
C -3.428 -1.637 2.161
I -2.230 -2.349 3.744
C -2.739 -1.201 1.027
O -1.467 -1.233 0.943
C -3.579 -0.695 -0.033
N -2.952 -0.197 -1.113
C -3.662 0.298 -2.101
C -5.064 0.302 -2.103
C -5.733 -0.209 -1.023
C -4.999 -0.707 0.073
H -5.263 -1.987 3.211
H -3.106 0.708 -2.938
H -5.603 0.710 -2.943
H -6.813 -0.235 -0.985
S -0.390 1.970 -2.293
C -0.342 1.178 -3.831
C -0.468 1.979 -4.975
C -0.446 1.438 -6.239
C -0.274 0.070 -6.404
C -0.120 -0.733 -5.288
C -0.157 -0.211 -3.998
As -0.042 -1.364 -2.422
C -0.365 -3.069 -3.390
C 0.615 -3.956 -3.825
C 0.272 -5.104 -4.520
C -1.057 -5.377 -4.801
C -2.044 -4.498 -4.381
C -1.700 -3.360 -3.674
C 1.881 -1.472 -2.172
C 2.727 -0.440 -2.559
C 4.064 -0.458 -2.201
C 4.568 -1.499 -1.439
C 3.731 -2.531 -1.044
C 2.398 -2.513 -1.406
H -0.591 3.042 -4.827
H -0.569 2.081 -7.103
H -0.260 -0.364 -7.394
H 0.038 -1.798 -5.422
H 1.660 -3.733 -3.633
H 1.045 -5.781 -4.857
H -1.322 -6.268 -5.348
H -3.080 -4.702 -4.612
H -2.468 -2.663 -3.339
H 2.326 0.397 -3.122
H 4.721 0.343 -2.512
H 5.612 -1.497 -1.155
H 4.129 -3.345 -0.453
H 1.725 -3.309 -1.090
C 3.813 2.700 3.039
C 3.743 1.237 2.622
C 5.065 0.746 2.048
O 2.762 1.126 1.587
P 1.628 0.041 1.477
O 1.149 0.084 0.094
C 0.327 0.341 2.716
P -0.614 1.756 2.113
O -1.534 1.646 0.973
O 0.541 2.823 1.903
C 0.482 3.900 0.943
C 0.609 5.207 1.718
C 1.605 3.723 -0.066
O -1.378 2.155 3.463
C -2.516 3.034 3.423
C -3.797 2.211 3.409
C -2.431 3.942 4.644
O 2.385 -1.300 1.878
C 1.951 -2.365 2.738
C 3.213 -2.961 3.351
C 1.141 -3.396 1.968
H 4.488 2.821 3.881
H 2.824 3.060 3.311
H 4.185 3.290 2.205
H 3.449 0.613 3.476
H 5.326 1.363 1.192
H 4.954 -0.280 1.708
H 5.850 0.810 2.796
H 0.697 0.559 3.716
H -0.344 -0.514 2.741
H -0.482 3.852 0.419
H 1.592 5.262 2.185
H -0.150 5.268 2.496
H 0.491 6.050 1.042
H 2.562 3.656 0.444
H 1.610 4.567 -0.750
H 1.450 2.813 -0.643
H -2.466 3.632 2.503
H -3.843 1.581 4.296
H -3.823 1.579 2.523
H -4.661 2.871 3.398
H -2.528 3.347 5.549
H -3.228 4.681 4.617
H -1.471 4.453 4.669
H 1.327 -1.943 3.533
H 3.809 -3.436 2.578
H 2.941 -3.700 4.096
H 3.811 -2.184 3.820
H 1.779 -3.943 1.281
H 0.354 -2.905 1.398
H 0.688 -4.095 2.668
```

## Properties
Energy above the lowest of the compared OMol25 structures with the same formula, charge and spin   1.694 eV
LUMO level   0.00591 Ha
HOMO   -6.62 eV
Calculated total energy   -187404.0816 eV
Frontier orbital gap   6.78 eV

Atomic partial charges in e from the Mulliken method, atoms 1 to 99: 1.90 -0.30 0.82 -0.65 -0.19 -0.03 -0.21 -0.35 0.20 0.75 -0.50 -1.29 -0.88 -0.03 0.46 0.43 0.47 0.44 -0.38 1.12 -0.92 -0.59 -0.88 -0.55 -0.62 1.23 -0.39 -0.03 -0.77 -0.47 -0.78 -0.11 0.41 -0.27 -0.87 -0.44 -1.07 -0.45 0.47 0.35 0.40 0.38 0.37 0.41 0.38 0.41 0.33 0.32 0.43 0.43 0.39 0.61 -1.29 0.75 -1.32 0.36 -0.67 0.41 -0.05 0.20 -1.14 -0.09 0.74 -1.52 -0.57 -0.15 0.87 -1.12 -1.63 0.00 0.79 -1.62 -0.88 0.48 0.13 0.30 0.25 0.32 0.17 0.45 0.93 -0.75 0.45 0.28 0.30 0.42 -0.09 0.54 -0.31 0.25 0.30 0.01 0.47 0.37 0.41 0.37 0.25 0.30 0.40